21
Properties=species:S:1:pos:R:3 method="wB97M-V/def2-TZVPD" lumo_energy_ha=0.03284 relative_energy_ev=1.517 e_homo_ev=-7.90 charge=0 mol_weight_g_mol=153.25 energy_ha=-764.293481 largest_force_ev_per_a=0.5 smiles="Nc1ccsc1.C=C1CC1" orbital_gap_ev=8.796
N -1.634 -2.077 0.665
C -1.806 -0.762 1.065
C -1.688 0.336 0.168
C -1.978 1.525 0.749
S -2.412 1.349 2.402
C -2.184 -0.358 2.312
H -1.468 -2.730 1.416
H -1.006 -2.197 -0.116
H -1.388 0.230 -0.859
H -1.974 2.498 0.305
H -2.361 -0.961 3.180
C 1.259 0.319 -2.632
C 1.821 0.324 -1.452
C 1.743 0.034 -0.019
C 3.010 0.592 -0.640
H 0.247 -0.021 -2.785
H 1.784 0.664 -3.507
H 1.744 -0.997 0.306
H 1.149 0.681 0.611
H 3.278 1.617 -0.429
H 3.863 -0.065 -0.741